{"formula": "C39H19Cl2F14N10O3SW", "method": "wB97M-V/def2-TZVPD", "elements": ["W", "C", "N", "C", "C", "N", "C", "C", "F", "C", "F", "C", "F", "C", "F", "C", "F", "C", "C", "N", "C", "C", "F", "C", "F", "C", "F", "C", "F", "C", "F", "H", "H", "H", "H", "H", "H", "H", "H", "H", "H", "H", "Cl", "C", "Cl", "H", "H", "O", "S", "O", "O", "C", "N", "C", "C", "C", "N", "C", "C", "C", "N", "C", "C", "H", "H", "H", "H", "H", "H", "F", "C", "C", "F", "C", "C", "C", "F", "C", "C", "C", "N", "C", "N", "F", "C", "C", "N", "C", "N"], "coordinates": [[-1.09952, 1.79349, -0.23193], [0.53322, 1.63423, 2.24366], [0.78895, 1.48582, 0.78356], [1.50594, 0.18118, 0.50163], [1.04217, -1.07369, 1.25339], [-0.25195, -1.66358, 0.86721], [-0.25700, -2.76241, 0.00106], [-1.06742, -2.83745, -1.08981], [-1.86554, -1.82229, -1.41926], [-1.13829, -3.93805, -1.94712], [-1.88309, -3.89392, -3.03464], [-0.41089, -5.06513, -1.65928], [-0.40643, -6.01337, -2.51907], [0.42865, -5.04596, -0.54890], [1.09480, -6.08957, -0.14059], [0.46715, -3.93774, 0.27228], [1.13171, -3.98578, 1.44159], [1.68665, 2.62128, 0.34958], [0.94198, 3.95856, 0.45305], [-0.47331, 3.68235, 0.20868], [-1.42241, 4.60628, 0.70227], [-2.46413, 4.04661, 1.48878], [-2.46145, 2.67570, 1.60636], [-3.44342, 4.83117, 2.02369], [-4.45562, 4.31094, 2.70244], [-3.41430, 6.18026, 1.78326], [-4.32739, 6.97022, 2.28034], [-2.43694, 6.77822, 1.01107], [-2.43609, 8.07256, 0.78744], [-1.48282, 5.96357, 0.43239], [-0.53491, 6.46796, -0.37115], [1.47105, 1.44765, 2.75839], [-0.28933, 0.99783, 2.55405], [0.28185, 2.68968, 2.39774], [2.55231, 0.30582, 0.81586], [1.55086, 0.01668, -0.56397], [1.06279, -0.95630, 2.33955], [1.84473, -1.77876, 1.05341], [2.04471, 2.39477, -0.66343], [2.58250, 2.56601, 1.02657], [1.32576, 4.66137, -0.30078], [1.06422, 4.44523, 1.44293], [-3.10764, 2.71090, -1.33074], [-3.14311, 2.09202, -3.07166], [-4.08509, 0.70193, -3.24886], [-2.15604, 1.92001, -3.38450], [-3.53949, 2.93113, -3.60658], [4.37934, -2.38232, -2.66877], [4.97330, -2.55084, -3.99453], [6.40035, -2.64702, -4.03432], [4.28805, -3.43195, -4.91402], [4.58217, -0.91614, -4.71566], [5.42217, -0.24464, -5.54725], [5.01439, 0.98194, -5.92946], [3.73996, 1.50466, -5.64487], [2.97776, 0.70189, -4.76556], [3.39626, -0.47517, -4.33447], [1.71555, 1.03600, -4.15193], [0.98157, 0.00944, -3.56470], [0.16341, 0.25014, -2.50823], [-0.14084, 1.51271, -2.08774], [0.28592, 2.51838, -2.90567], [1.21715, 2.29014, -3.88876], [5.71096, 1.54274, -6.61490], [3.46258, 2.53984, -5.97258], [1.21200, -1.03846, -3.85177], [-0.28068, -0.56428, -1.90971], [-0.00774, 3.54326, -2.71245], [1.57232, 3.14270, -4.44145], [-2.50868, -4.13108, 1.68869], [-2.09963, -3.68927, 2.88137], [-1.76980, -4.59117, 3.91031], [-1.91269, -5.87257, 3.72417], [-1.22623, -4.12656, 5.13604], [-1.14959, -2.71566, 5.30508], [-1.58640, -1.87577, 4.27623], [-1.48535, -0.54090, 4.52919], [-2.01022, -2.31151, 3.05974], [-2.34810, -1.26083, 2.04878], [-1.44957, -0.94574, 1.10499], [-1.57472, 0.18084, 0.29987], [-3.58945, -0.55089, 2.19751], [-4.53502, 0.11337, 2.33090], [-0.72827, -2.16158, 6.41403], [-0.78188, -5.09513, 6.17967], [-0.14907, -4.67842, 7.35045], [0.41169, -4.23065, 8.25619], [-0.91113, -6.48730, 6.00255], [-1.01022, -7.62960, 6.01305]], "mulliken_charge": [0.17, -1.03, -0.30, -0.90, -0.83, 1.82, 0.89, -0.37, -0.39, 0.19, -0.31, 0.56, -0.27, 0.35, -0.27, -0.35, -0.42, -0.70, -1.08, 1.07, -0.28, 0.42, 0.10, -0.25, -0.26, 0.68, -0.27, 0.11, -0.26, 0.03, -0.31, 0.48, 0.08, 0.43, 0.58, 0.03, 0.30, 0.76, 0.37, 0.61, 0.44, 0.51, -0.01, 0.14, -0.06, -0.24, 0.49, -0.61, 1.17, -0.66, -0.67, 0.03, -0.46, -0.22, -0.77, 0.33, -0.17, 0.72, 0.03, -1.80, 0.82, -0.57, -1.11, 0.37, 0.30, 0.60, 1.25, 0.58, 0.42, -0.41, 0.20, 0.45, -0.30, 0.39, 0.03, 0.93, -0.35, 0.45, 0.22, -1.54, 0.34, -0.25, -0.57, -0.30, 0.49, 0.06, -0.46, 0.02, -0.43], "spin_multiplicity": 3, "total_charge": 1, "gap_ev": [4.51, 3.81], "e_lumo_ev": [-5.20, -5.89], "homo_ev": [-9.707, -9.707], "e_above_lowest_ev": 0.000}

{"formula": "C39H23F7O14S", "method": "wB97M-V/def2-TZVPD", "elements": ["O", "C", "C", "C", "C", "O", "C", "S", "O", "O", "C", "F", "F", "C", "F", "F", "C", "F", "F", "F", "C", "H", "H", "H", "O", "C", "C", "C", "C", "O", "C", "C", "H", "H", "H", "H", "O", "C", "C", "C", "C", "O", "C", "C", "H", "H", "H", "H", "O", "C", "C", "C", "C", "O", "C", "C", "H", "H", "H", "H", "O", "C", "C", "C", "C", "O", "C", "C", "H", "H", "H", "H", "O", "C", "C", "C", "C", "O", "C", "C", "H", "H", "H", "H"], "coordinates": [[-4.96683, -4.71218, 6.80618], [-3.82732, -4.38833, 6.57454], [-2.65573, -5.21837, 6.94210], [-1.46402, -4.64668, 7.10926], [-1.32991, -3.17256, 6.99193], [-0.54398, -2.54349, 7.64874], [-2.33709, -2.51254, 6.08423], [-1.82163, -0.93871, 5.44146], [-2.41793, 0.08705, 6.23586], [-0.41173, -0.99185, 5.22510], [-2.59717, -0.69786, 3.73676], [-3.72988, -1.42349, 3.59179], [-2.90342, 0.60332, 3.70273], [-1.67581, -0.97916, 2.51576], [-2.29511, -0.43470, 1.43865], [-0.50291, -0.34756, 2.63237], [-1.45726, -2.49302, 2.22086], [-1.56795, -3.22537, 3.33478], [-0.26521, -2.69594, 1.69881], [-2.37071, -2.92809, 1.37083], [-3.52898, -3.08206, 5.90863], [-2.80601, -6.28419, 7.07851], [-0.57614, -5.19573, 7.40514], [-4.31984, -2.63597, 5.31895], [0.10814, 3.86404, -0.02276], [1.03656, 3.33482, 0.55742], [0.83025, 2.13587, 1.40476], [1.84843, 1.54517, 2.02326], [3.23427, 2.06632, 1.89267], [4.16334, 1.52521, 2.45138], [3.43732, 3.27112, 1.04742], [2.41664, 3.85948, 0.42989], [-0.18742, 1.77869, 1.48014], [1.72584, 0.66925, 2.64625], [4.45382, 3.63433, 0.96522], [2.54648, 4.73928, -0.19001], [-0.86723, 0.19487, -1.41467], [-1.87343, 0.71405, -1.84738], [-2.10016, 2.17468, -1.70279], [-3.20619, 2.74798, -2.16935], [-4.25731, 1.95290, -2.85416], [-5.26421, 2.47408, -3.28061], [-4.02902, 0.49107, -2.99580], [-2.92402, -0.08309, -2.52901], [-1.32076, 2.73162, -1.19503], [-3.39719, 3.80930, -2.07453], [-4.80975, -0.06693, -3.49678], [-2.73446, -1.14520, -2.62025], [1.85359, 5.96355, -6.63826], [2.20233, 6.09168, -5.48328], [1.34422, 5.62847, -4.36378], [1.73505, 5.75273, -3.09855], [3.04639, 6.36297, -2.75653], [3.40020, 6.47070, -1.60186], [3.90265, 6.82867, -3.87432], [3.51078, 6.70199, -5.13826], [0.39566, 5.18596, -4.64038], [1.12705, 5.42051, -2.26447], [4.85499, 7.26227, -3.59908], [4.12229, 7.02704, -5.97080], [-2.96393, -6.49704, 3.99304], [-2.84493, -6.88018, 2.84724], [-3.69183, -7.96834, 2.30208], [-3.56353, -8.36940, 1.04042], [-2.57431, -7.74115, 0.12547], [-2.46529, -8.10265, -1.02467], [-1.72832, -6.64993, 0.67507], [-1.85127, -6.25849, 1.94009], [-4.40988, -8.40533, 2.98423], [-4.16853, -9.16036, 0.61610], [-1.01880, -6.20254, -0.00939], [-1.24858, -5.46804, 2.36382], [5.66704, 3.94712, -4.09949], [5.53702, 3.10969, -4.96766], [6.28811, 1.83022, -4.92278], [6.14453, 0.91381, -5.87604], [5.22614, 1.13052, -7.02407], [5.09496, 0.29401, -7.88992], [4.47444, 2.41142, -7.06799], [4.62024, 3.32664, -6.11441], [6.94970, 1.69407, -4.07681], [6.68076, -0.02649, -5.86627], [3.81049, 2.54976, -7.91180], [4.08313, 4.26472, -6.12597]], "mulliken_charge": [-0.53, -0.09, -0.19, -0.69, 0.22, -0.51, -0.10, 1.36, -0.70, -0.60, 0.45, -0.27, -0.24, 0.70, -0.29, -0.17, 0.56, -0.13, -0.25, -0.24, 0.29, 0.45, 0.45, 0.60, -0.60, 0.26, -0.10, -0.21, 0.10, -0.54, -0.47, -0.42, 0.40, 0.56, 0.48, 0.45, -0.59, 0.47, -0.19, -0.40, 0.30, -0.55, -0.39, -0.42, 0.46, 0.47, 0.42, 0.45, -0.58, 0.40, -0.44, -0.26, 0.41, -0.59, -0.46, -0.20, 0.48, 0.46, 0.43, 0.39, -0.45, 0.23, -0.33, -0.40, 0.34, -0.54, -0.44, -0.25, 0.44, 0.41, 0.44, 0.53, -0.51, 0.42, -0.43, -0.41, 0.32, -0.54, -0.45, -0.04, 0.43, 0.41, 0.45, 0.33], "total_charge": 0, "smiles": "O=C1C=CC(=O)C(S(=O)(=O)C(F)(F)C(F)(F)C(F)(F)F)=C1.O=C1C=CC(=O)C=C1.O=C1C=CC(=O)C=C1.O=C1C=CC(=O)C=C1.O=C1C=CC(=O)C=C1.O=C1C=CC(=O)C=C1", "gap_ev": 8.25, "e_lumo_ev": -1.92, "homo_ev": -10.174}

{"formula": "C39H25Br2F3MoN6O6S2", "method": "wB97M-V/def2-TZVPD", "elements": ["Mo", "Br", "C", "C", "C", "C", "O", "C", "C", "N", "C", "C", "C", "C", "C", "C", "C", "C", "N", "C", "C", "H", "H", "H", "H", "H", "H", "H", "H", "H", "H", "C", "O", "C", "C", "C", "Br", "C", "C", "C", "O", "C", "N", "C", "C", "C", "C", "C", "C", "N", "H", "H", "H", "H", "H", "H", "H", "H", "H", "H", "H", "N", "C", "C", "C", "C", "C", "C", "C", "H", "H", "H", "H", "F", "C", "F", "F", "S", "O", "O", "O", "S", "C", "N"], "coordinates": [[-0.87791, -0.58590, -1.50612], [-1.90225, 5.37127, 2.80968], [-1.83743, 4.08376, 1.42145], [-1.72979, 4.51925, 0.09249], [-1.70645, 3.60483, -0.92456], [-1.73466, 2.20694, -0.67241], [-1.60846, 1.37322, -1.63520], [-1.95094, 1.79565, 0.68587], [-2.38799, 0.47457, 0.93307], [-2.41408, -0.42800, -0.00337], [-3.23748, -1.53281, 0.02434], [-4.13575, -1.88937, 1.02679], [-5.03166, -2.93413, 0.82083], [-5.06024, -3.62639, -0.36866], [-4.13343, -3.33336, -1.38701], [-4.07958, -4.01658, -2.62003], [-3.10599, -3.66338, -3.53064], [-2.21839, -2.64164, -3.23625], [-2.25092, -1.94251, -2.08998], [-3.19947, -2.28825, -1.17143], [-1.97484, 2.75382, 1.71648], [-1.68024, 5.57658, -0.12598], [-1.66280, 3.92985, -1.95175], [-2.85477, 0.28911, 1.89970], [-4.15025, -1.35240, 1.96254], [-5.72609, -3.18808, 1.60641], [-5.78934, -4.40046, -0.54551], [-4.78877, -4.79731, -2.83716], [-3.01614, -4.17497, -4.47405], [-1.43819, -2.36983, -3.93347], [-2.10346, 2.42233, 2.73518], [0.36506, 2.95332, -3.73456], [0.79243, 2.15364, -2.64692], [1.44822, 2.76987, -1.63504], [2.02483, 4.02935, -1.73693], [2.60708, 4.60615, -0.61940], [3.30058, 6.36544, -0.75174], [2.67134, 3.94267, 0.58166], [2.14553, 2.65243, 0.68233], [1.50466, 2.07564, -0.41073], [0.85980, 0.85646, -0.31013], [2.25058, 2.02905, 1.99498], [2.11914, 2.75024, 3.07596], [2.33176, 1.90124, 4.12169], [2.27198, 2.14221, 5.48997], [2.51348, 1.08011, 6.33011], [2.81988, -0.19125, 5.83272], [2.89069, -0.45122, 4.47821], [2.62954, 0.60917, 3.62528], [2.57975, 0.72324, 2.25874], [0.06831, 3.95088, -3.39901], [-0.49665, 2.44240, -4.16312], [1.15044, 3.03677, -4.49112], [2.00967, 4.57283, -2.66629], [3.09234, 4.39151, 1.46549], [0.77304, 0.62266, 0.64083], [2.03553, 3.12992, 5.85173], [2.46046, 1.22645, 7.39904], [2.99901, -0.99428, 6.53049], [3.12389, -1.43454, 4.09878], [2.67732, -0.04593, 1.61106], [5.23893, -4.82259, -2.54967], [4.30140, -4.17671, -2.40956], [3.14389, -3.38213, -2.25928], [1.91760, -3.96961, -1.95171], [0.79488, -3.17771, -1.81375], [0.83979, -1.78083, -1.93493], [2.08418, -1.22954, -2.25692], [3.21948, -1.99998, -2.41949], [1.85486, -5.03983, -1.81734], [-0.14530, -3.67103, -1.58629], [2.16562, -0.15664, -2.39648], [4.16856, -1.54411, -2.66551], [-1.12838, -2.61077, 3.19137], [0.03577, -2.88759, 2.60305], [-0.04439, -4.10999, 2.08282], [0.98778, -2.89430, 3.52802], [0.37162, -1.61662, 1.27222], [1.75164, -1.73155, 0.91840], [0.00369, -0.35484, 1.87548], [-0.57579, -2.02613, 0.24089], [-0.13505, 0.20165, -6.03194], [-0.43952, -0.00319, -4.50326], [-0.64317, -0.14818, -3.34142]], "mulliken_charge": [-0.76, -0.21, -0.46, -0.35, -0.52, 0.71, -0.88, -0.07, 0.29, 0.48, 0.43, -1.00, -1.00, -0.92, 0.78, -0.67, -1.11, 0.07, 0.45, 0.51, -0.58, 0.50, 0.44, 0.32, 0.42, 0.43, 0.45, 0.47, 0.45, 0.38, 0.55, -1.35, 0.13, -0.23, -0.36, -0.51, -0.21, -1.01, 1.27, -0.23, 2.16, 0.17, -0.79, 0.38, -0.90, -0.46, -0.66, -0.82, 0.65, 0.34, 0.63, 0.35, 0.23, 0.62, 0.64, -1.28, 0.49, 0.40, 0.40, 0.50, 0.21, -0.57, -0.13, 0.56, -1.15, -0.17, 1.76, 0.01, -1.23, 0.50, 0.24, 0.41, 0.51, -0.22, 0.19, -0.21, -0.16, 1.43, -0.82, -0.73, -0.20, -0.37, 0.84, -0.88], "spin_multiplicity": 3, "total_charge": 0, "gap_ev": [6.17, 6.07], "e_lumo_ev": [-1.88, -2.10], "homo_ev": [-8.052, -8.165], "e_above_lowest_ev": 0.301}

| no. | F_max (eV Å⁻¹) |
| --- | --- |
| 1 | 2.3 |
| 2 | 0.7 |
| 3 | 3.1 |